Below is C9H15Br2Cl2FKN2O4 as an isolated structure, with properties calculated with wB97M-V/def2-TZVPD.

Geometry as XYZ:
```
36
Properties=species:S:1:pos:R:3:lowdin_charge:R:1
O 0.31 3.16 -4.09 0.032
C -0.86 3.02 -3.64 -0.400
O -1.96 3.37 -4.52 0.009
C -1.26 2.46 -2.20 -0.251
C -0.11 2.55 -1.11 -0.159
C 1.43 2.70 -1.24 -0.018
N 1.85 2.67 0.16 -0.540
Br 3.66 2.84 0.56 0.810
C 0.73 2.52 1.05 -0.541
Cl 0.83 2.41 2.88 0.625
N -0.52 2.46 0.31 0.128
H -2.63 2.67 -4.31 0.112
H -1.57 1.34 -2.33 0.128
H -2.25 3.00 -1.79 -0.111
H 2.00 2.81 -2.22 0.125
H -1.48 2.37 0.70 0.167
C 0.02 -4.25 1.59 -0.156
O 1.07 -3.45 1.05 -0.178
C 0.64 -2.67 -0.06 -0.306
C 0.40 -1.21 0.35 -0.197
O -0.71 -1.10 1.23 -0.221
C -0.30 -0.95 2.60 -0.395
H 0.34 -4.63 2.56 0.111
H -0.90 -3.67 1.73 0.091
H -0.18 -5.10 0.93 0.005
H -0.26 -3.10 -0.52 -0.090
H 1.44 -2.69 -0.80 0.132
H 0.15 -0.64 -0.55 0.109
H 1.30 -0.77 0.79 0.132
H 0.06 0.06 2.76 -0.129
H 0.46 -1.67 2.88 -0.021
H -1.18 -1.11 3.24 0.064
F 1.33 -5.24 -0.48 -0.709
K -0.53 -4.50 -0.98 1.033
Br 0.98 -0.33 4.71 -0.210
Cl -2.31 4.66 -1.23 -0.183
```

As for the net charge: -1. The value obtained for the HOMO energy is -4.19 eV. Its HOMO-LUMO gap is 4.891 eV.